Entry 1:
{
  "formula": "C15H47AlFN16O12S",
  "method": "wB97M-V/def2-TZVPD",
  "species": ["C", "O", "C", "C", "C", "Al", "C", "C", "O", "F", "S", "C", "O", "O", "H", "H", "H", "H", "H", "H", "H", "H", "H", "H", "H", "H", "H", "H", "H", "C", "O", "N", "N", "H", "H", "H", "H", "C", "O", "N", "N", "H", "H", "H", "H", "C", "O", "N", "N", "H", "H", "H", "H", "C", "O", "N", "N", "H", "H", "H", "H", "C", "O", "N", "N", "H", "H", "H", "H", "C", "O", "N", "N", "H", "H", "H", "H", "C", "O", "N", "N", "H", "H", "H", "H", "C", "O", "N", "N", "H", "H", "H", "H"],
  "xyz": [[-2.10010, 2.35257, -1.91333], [-2.74944, 2.23143, -0.59925], [-3.94198, 1.37722, -0.63110], [-3.67596, -0.22119, -0.82222], [-2.17918, -0.75585, -0.45172], [-2.12843, -2.25747, 0.97374], [-1.04188, -1.60155, 2.58543], [-1.92426, -0.96428, 3.81083], [-3.00110, -0.18342, 3.69294], [-1.44060, -1.24773, 5.20754], [-4.16461, -3.15982, 1.47379], [-5.32537, -2.04168, 2.42689], [-4.86748, -3.46123, 0.09459], [-4.04157, -4.56685, 2.17185], [-2.64890, 1.72029, -2.73132], [-0.96898, 2.02718, -1.77606], [-2.07045, 3.51875, -2.15840], [-4.66598, 1.53692, 0.29614], [-4.57732, 1.73039, -1.57823], [-3.92120, -0.50363, -1.94408], [-4.46260, -0.78767, -0.14692], [-1.41901, 0.05526, -0.09022], [-1.72174, -1.20142, -1.46041], [-1.26227, -3.44509, 0.30867], [-0.31573, -0.74173, 2.18847], [-0.35945, -2.46953, 2.97606], [-5.15993, -2.25432, 3.57835], [-6.46867, -2.18146, 2.11460], [-5.03380, -0.92155, 2.16269], [1.54275, 3.28107, -0.95292], [0.98975, 2.79813, -1.92836], [0.87941, 3.61152, 0.16984], [2.86489, 3.52607, -0.91329], [1.31722, 4.01019, 0.98319], [-0.11813, 3.44326, 0.18176], [3.40156, 3.29179, -1.73830], [3.33816, 3.92312, -0.11935], [0.06188, -4.00644, -2.31406], [0.24845, -3.32402, -1.31906], [1.02605, -4.25031, -3.22000], [-1.12442, -4.57573, -2.59377], [0.89163, -4.80962, -4.04537], [1.93462, -3.84017, -3.04724], [-1.87756, -4.41705, -1.93715], [-1.29727, -5.14085, -3.40786], [4.63981, -3.22808, -1.44685], [4.21047, -3.36988, -2.58090], [3.83965, -3.18584, -0.36621], [5.95141, -3.10139, -1.17610], [4.17444, -3.06977, 0.57537], [2.84485, -3.27757, -0.52597], [6.58841, -3.12785, -1.96164], [6.32393, -2.98387, -0.24907], [4.23448, 5.62389, 2.26862], [3.68148, 5.14095, 1.29319], [3.57114, 5.95434, 3.39139], [5.55662, 5.86889, 2.30825], [4.00895, 6.35301, 4.20473], [2.57360, 5.78608, 3.40330], [6.09329, 5.63461, 1.48324], [6.02989, 6.26594, 3.10219], [4.36766, 7.16160, -1.85632], [4.97852, 6.96978, -0.81681], [4.48234, 8.29724, -2.56835], [3.52517, 6.25468, -2.38296], [3.98764, 8.47359, -3.42644], [5.10673, 9.00641, -2.20673], [3.40992, 5.38555, -1.87811], [3.01344, 6.39448, -3.23769], [7.27122, 4.37283, 5.29076], [6.39653, 5.22438, 5.30755], [7.72039, 3.81393, 4.15247], [7.86433, 3.91705, 6.40885], [8.43974, 3.11142, 4.11840], [7.30023, 4.12900, 3.28775], [7.55540, 4.31177, 7.28765], [8.58623, 3.21648, 6.41512], [-2.87800, -6.15803, -6.19793], [-2.26713, -6.34985, -5.15842], [-2.76331, -5.02239, -6.90996], [-3.72048, -7.06495, -6.72457], [-3.25801, -4.84604, -7.76805], [-2.13893, -4.31322, -6.54834], [-3.83573, -7.93408, -6.21972], [-4.23221, -6.92515, -7.57930], [-8.47138, -4.36750, 3.02730], [-7.90966, -3.51953, 3.70254], [-9.80050, -4.57045, 3.07283], [-7.81174, -5.17490, 2.17722], [-10.28111, -5.26366, 2.52455], [-10.33471, -3.98352, 3.70026], [-6.80925, -5.05505, 2.11259], [-8.25678, -5.87881, 1.61293]],
  "atomic_forces_ev_per_a": [[1.0, 0.4, 0.4], [-1.1, -1.0, -0.9], [-1.3, -0.2, -1.1], [-0.1, 0.0, 0.0], [0.0, 0.0, -1.1], [2.0, 0.9, -1.5], [0.6, 0.9, 2.5], [-3.9, 3.6, -0.9], [7.3, -5.3, 1.2], [-1.2, 0.5, -3.2], [-3.6, -5.1, -1.6], [-0.8, 1.0, 0.6], [1.7, 1.7, 3.0], [-0.2, 4.0, -0.7], [1.1, 1.3, 1.5], [-2.6, 0.5, -0.6], [-0.2, -2.5, 0.2], [2.1, 0.0, -1.6], [1.1, -0.6, 1.9], [0.4, 0.5, 2.3], [1.4, 1.2, -1.6], [-1.6, -1.1, -0.8], [-0.8, 0.9, 2.2], [-0.7, -0.1, 0.7], [-1.7, -1.6, 0.9], [-1.3, 1.8, -0.4], [-0.4, 0.5, -2.5], [2.7, -0.1, 0.7], [-0.4, -2.4, 0.6], [-0.4, -0.3, -0.2], [0.1, 0.0, -0.4], [-1.1, 0.2, 0.8], [1.5, 0.1, -0.7], [0.1, 0.0, -0.2], [0.3, 0.0, 0.0], [-0.3, -0.2, 0.3], [0.0, 0.1, 0.2], [-0.3, 0.2, 0.5], [0.8, 0.2, -0.2], [1.4, 0.0, -0.8], [-1.2, -0.2, 0.1], [-0.1, 0.1, 0.2], [-0.1, -0.1, -0.1], [0.2, 0.0, -0.1], [0.0, 0.0, 0.0], [-0.8, -0.1, -0.1], [0.0, -0.1, -0.4], [-0.8, -0.1, 0.5], [1.8, 0.1, -0.2], [-0.1, 0.0, -0.2], [0.0, 0.1, 0.1], [-0.3, 0.0, 0.4], [-0.1, 0.0, -0.2], [0.0, 0.0, 0.0], [-0.4, -0.4, -0.1], [-1.1, 0.2, 0.7], [1.4, -0.2, -0.5], [0.1, -0.2, -0.1], [0.4, 0.1, 0.0], [-0.3, 0.3, 0.1], [-0.2, -0.1, 0.1], [0.0, -0.6, 0.5], [0.3, 0.1, 0.1], [0.5, 1.7, -0.5], [-0.4, -0.9, -0.2], [0.1, -0.1, 0.2], [-0.3, -0.3, -0.2], [-0.2, 0.2, 0.0], [0.1, 0.0, 0.2], [-0.4, 0.3, -0.1], [-0.2, 0.3, 0.0], [0.2, -0.2, -1.3], [0.3, -0.1, 1.4], [-0.2, 0.1, 0.0], [0.0, -0.2, 0.3], [0.1, -0.2, -0.3], [-0.2, 0.1, 0.0], [0.4, 0.0, 0.7], [0.1, 0.0, 0.1], [0.5, 1.3, -0.5], [-0.8, -1.3, -0.2], [0.1, 0.0, 0.2], [-0.3, -0.2, -0.1], [0.0, 0.4, -0.2], [0.1, 0.0, 0.2], [1.0, 0.3, 0.1], [-0.3, 0.1, 0.2], [-1.9, 0.1, 0.4], [0.8, -0.5, -0.5], [0.1, 0.2, 0.1], [0.2, -0.3, -0.3], [0.0, 0.0, -0.1], [0.1, 0.2, 0.1]],
  "lumo_ev": 1.579,
  "total_energy_ev": -84884.270,
  "charge": -1,
  "multiplicity": 1
}


Entry 2:
{
  "formula": "C6H14O",
  "method": "wB97M-V/def2-TZVPD",
  "species": ["C", "C", "C", "C", "C", "C", "O", "H", "H", "H", "H", "H", "H", "H", "H", "H", "H", "H", "H", "H", "H"],
  "xyz": [[1.52706, 0.15303, -1.29836], [0.71268, -0.89249, -0.58826], [-0.75013, -1.15187, -2.08869], [0.04667, -0.61967, 0.66033], [-0.19757, 0.77836, 1.12060], [-1.17440, 0.81715, 2.29178], [1.05075, 1.38986, 1.49248], [1.81149, -0.16950, -2.30195], [2.41865, 0.32911, -0.68805], [0.99066, 1.10166, -1.36460], [1.06118, -1.91624, -0.69807], [-0.11751, -1.64556, -2.82660], [-1.08873, -0.17728, -2.45763], [-1.60982, -1.79713, -1.85294], [-0.06556, -1.44217, 1.36254], [-0.58627, -0.89918, -0.59647], [-0.63229, 1.36958, 0.29177], [-0.77137, 0.23822, 3.12946], [-2.14225, 0.39260, 2.00575], [-1.34210, 1.84490, 2.63696], [0.85886, 2.29661, 1.76995]],
  "atomic_forces_ev_per_a": [[0.0, 0.0, 0.0], [0.1, -0.1, 0.0], [0.0, 0.0, -0.2], [0.0, 0.0, 0.2], [-0.3, -0.2, -0.2], [0.0, 0.0, 0.1], [0.0, 0.3, 0.1], [0.0, 0.1, 0.1], [-0.1, 0.0, -0.1], [0.1, -0.1, 0.0], [0.0, 0.1, 0.0], [-0.1, 0.0, 0.0], [0.1, -0.1, 0.1], [0.2, 0.1, 0.1], [0.0, 0.1, -0.1], [-0.2, 0.0, 0.1], [0.1, -0.1, 0.1], [0.0, 0.1, -0.1], [0.1, 0.1, 0.0], [0.0, -0.1, -0.1], [0.1, -0.1, 0.0]],
  "lumo_ev": 0.949,
  "total_energy_ev": -8491.740,
  "e_above_lowest_kcal_mol": 118.8,
  "multiplicity": 1
}


Entry 3:
{
  "formula": "C21H44BrFNO2PSn",
  "method": "wB97M-V/def2-TZVPD",
  "species": ["C", "C", "O", "C", "C", "C", "C", "C", "C", "C", "C", "C", "O", "C", "C", "C", "C", "C", "Br", "N", "C", "C", "F", "P", "C", "C", "C", "H", "H", "H", "H", "H", "H", "H", "H", "H", "H", "H", "H", "H", "H", "H", "H", "H", "H", "H", "H", "H", "H", "H", "H", "H", "H", "H", "H", "H", "H", "H", "H", "H", "H", "H", "H", "H", "H", "H", "H", "H", "H", "H", "H", "Sn"],
  "xyz": [[1.47456, -3.80581, -0.66791], [0.92776, -3.04780, -1.93101], [1.49876, -1.73848, -2.06993], [0.89039, -0.79354, -1.19037], [0.03822, 0.19490, -2.05982], [-1.25405, 0.63960, -1.27005], [-2.15234, 1.44273, -2.30721], [-3.05455, 2.52732, -1.62540], [-4.24352, 1.92477, -0.78494], [-3.93918, 1.91789, 0.76413], [-3.71984, 0.48557, 1.34108], [-4.94320, -0.46157, 1.10401], [-4.54241, -1.81942, 1.01214], [-4.54664, -2.39457, 2.34541], [1.94297, -0.06845, -0.23214], [3.43586, -0.35544, -0.67049], [3.90822, 0.44933, -1.92590], [3.86410, -0.33804, -3.28731], [5.84750, 0.87096, -1.59720], [1.63948, 1.36083, -0.10942], [2.47817, 2.08088, 0.81861], [3.18444, 3.33450, 0.18130], [1.64712, 2.61241, 1.83741], [1.65291, -0.97502, 1.43570], [0.28040, -0.04223, 2.34893], [3.15402, -0.93546, 2.53599], [2.92468, -1.86131, 3.80941], [1.63116, -4.89071, -0.84146], [0.73335, -3.69557, 0.15905], [2.42080, -3.34511, -0.30764], [-0.18681, -3.03049, -1.94017], [1.25728, -3.61735, -2.82553], [0.14624, -1.37592, -0.58601], [-0.34997, -0.39869, -2.92298], [0.59134, 1.05945, -2.47836], [-1.01401, 1.24615, -0.37272], [-1.86630, -0.25303, -0.98845], [-1.44532, 1.91779, -3.02159], [-2.81040, 0.76436, -2.89195], [-2.46363, 3.23897, -1.00956], [-3.51463, 3.14923, -2.43421], [-5.18972, 2.57680, -0.92219], [-4.44372, 0.89157, -1.20516], [-4.75260, 2.43942, 1.33156], [-3.00893, 2.50056, 0.93406], [-3.58988, 0.57077, 2.44519], [-2.78680, 0.02625, 0.94608], [-5.68992, -0.32238, 1.92025], [-5.48409, -0.25036, 0.11851], [-3.63100, -3.02010, 2.42192], [-5.46799, -2.99022, 2.51712], [-4.49094, -1.63099, 3.14973], [3.61968, -1.44054, -0.85022], [4.14423, -0.09280, 0.14868], [3.43272, 1.43652, -2.07079], [3.01811, 0.06769, -3.89319], [3.77906, -1.42753, -3.13454], [4.78342, -0.07049, -3.85192], [1.72067, 1.86310, -0.98833], [3.28085, 1.49437, 1.29608], [4.26529, 3.10534, 0.02110], [3.14188, 4.21399, 0.85055], [2.75642, 3.61887, -0.80336], [0.64657, 0.46392, 3.26302], [-0.27159, 0.63237, 1.65937], [-0.44602, -0.83737, 2.64988], [4.10092, -1.20811, 2.02377], [3.27268, 0.09629, 2.95833], [2.22723, -2.69802, 3.61041], [2.44903, -1.22521, 4.59454], [3.89314, -2.18504, 4.23800], [-6.80160, 1.42774, -0.72192]],
  "atomic_forces_ev_per_a": [[-0.7, 0.5, 0.3], [0.9, -1.2, -0.1], [-0.5, -0.1, 0.8], [-0.5, 0.4, -0.7], [-1.0, -0.8, 0.8], [-0.4, 0.2, -1.6], [0.2, 0.2, 1.1], [-0.6, 0.5, -1.4], [1.1, -0.1, 0.6], [-0.2, -0.6, 0.2], [-0.5, 0.2, -0.1], [0.8, -0.6, 0.6], [-0.7, 1.4, 0.8], [0.3, -0.7, 0.4], [0.4, -0.8, -0.2], [0.2, 0.2, 0.0], [0.6, -0.9, -0.6], [0.0, 1.1, 0.1], [-0.6, 0.1, 0.0], [1.0, -0.1, 0.5], [0.4, 2.1, -0.3], [0.4, -0.5, -0.1], [0.2, -0.6, 0.0], [0.1, 0.4, 0.3], [-0.2, -0.9, -0.2], [0.0, 0.3, 1.2], [-0.4, 1.0, 0.0], [-0.1, 0.7, 0.0], [0.6, -0.2, -0.4], [-0.5, -0.4, -0.4], [0.6, 0.2, 0.0], [-0.3, 0.6, 0.4], [0.5, 0.6, -0.1], [0.5, 0.4, 0.5], [-0.3, -0.5, 0.3], [-0.1, -0.3, -0.5], [0.8, 0.4, 0.1], [-0.8, 0.0, 0.4], [0.5, 0.3, 0.3], [-0.4, -0.6, -0.2], [0.4, -0.4, 0.5], [1.1, 0.5, -0.4], [0.1, 0.7, 0.3], [0.6, -0.3, -0.3], [-0.7, -0.2, -0.1], [0.0, 0.0, -0.8], [-0.8, 0.3, 0.1], [0.3, 0.0, -0.5], [0.2, 0.0, 0.1], [-0.8, 0.2, -0.1], [0.6, 0.2, -0.3], [0.0, -0.3, -0.6], [-0.4, 0.8, 0.0], [-0.8, 0.0, -0.4], [0.3, -0.5, 0.4], [0.4, -0.7, 0.4], [0.1, 0.7, -0.2], [-0.7, -0.5, 0.3], [-0.3, -0.4, -0.1], [-0.8, -0.1, 0.0], [-0.8, 0.1, 0.0], [-0.1, -0.6, -0.2], [0.1, -0.1, 0.6], [-0.2, -0.1, -0.7], [0.7, -0.2, 0.5], [0.5, 0.6, 0.0], [-0.8, 0.1, 0.0], [0.1, -0.6, -0.6], [0.7, 0.2, 0.1], [0.2, -0.6, -0.5], [-0.6, -0.1, -0.4], [-0.2, -0.6, 0.2]],
  "lumo_ev": -10.610,
  "total_energy_ev": -115933.322,
  "charge": 2,
  "multiplicity": 1
}


Entry 4:
{
  "formula": "C5H14S",
  "method": "wB97M-V/def2-TZVPD",
  "species": ["C", "C", "C", "H", "H", "H", "H", "H", "H", "H", "H", "C", "S", "C", "H", "H", "H", "H", "H", "H"],
  "xyz": [[-2.17965, -0.34449, -0.29800], [-1.39274, 0.60236, 0.67053], [-2.11612, 1.50204, 1.66909], [-2.24558, 0.26750, -1.19345], [-1.73035, -1.31363, -0.46694], [-3.21198, -0.44516, 0.04632], [-0.83661, 1.26050, 0.00518], [-0.66267, -0.00621, 1.21426], [-2.07189, 0.99475, 2.63339], [-3.16854, 1.67752, 1.43070], [-1.71483, 2.49409, 1.89044], [2.31210, -1.42512, -2.07368], [3.19822, -0.11345, -1.30810], [2.46404, 0.00468, 0.33006], [1.39069, -1.14203, -2.57624], [2.93447, -1.93826, -2.80487], [2.02158, -2.13417, -1.28682], [2.45502, 1.01835, 0.72696], [3.10220, -0.58182, 0.99527], [1.45265, -0.37745, 0.39591]],
  "atomic_forces_ev_per_a": [[-0.7, 1.9, 0.9], [0.9, -0.2, -0.6], [-0.8, -0.5, 0.8], [-0.1, -0.6, -0.6], [0.2, 0.0, -0.1], [0.1, -0.4, 0.1], [0.4, -0.1, 0.0], [0.0, 0.2, 0.0], [-0.4, 0.0, 0.2], [0.0, -0.2, -0.1], [0.5, -0.2, -0.6], [-0.9, -1.2, 0.3], [0.6, 1.3, -0.2], [0.4, -0.5, 0.7], [-0.1, 0.4, 0.0], [0.2, 0.1, 0.1], [0.2, -0.1, -0.3], [0.1, 0.1, -0.4], [-0.2, 0.0, 0.1], [-0.2, -0.1, -0.3]],
  "smiles": "CCC.CSC",
  "lumo_ev": 0.960,
  "total_energy_ev": -16246.530,
  "e_above_lowest_kcal_mol": 17.8,
  "multiplicity": 1
}


Entry 5:
{
  "formula": "H9NO3",
  "method": "wB97M-V/def2-TZVPD",
  "species": ["N", "H", "H", "H", "O", "H", "H", "O", "H", "H", "O", "H", "H"],
  "xyz": [[-1.77858, -0.47698, 3.10524], [-2.63660, 0.12329, 3.00139], [-2.11124, -1.39988, 3.50292], [-1.24101, 0.00030, 3.83517], [-1.01709, 0.61415, -0.45089], [-1.90855, 0.36338, -0.79416], [-0.81797, -0.20138, -0.08002], [2.61853, 1.30760, -1.53191], [1.64003, 1.19917, -1.45001], [2.89984, 1.38998, -0.61549], [1.03470, -0.89572, -2.71217], [1.52110, -1.75385, -2.87821], [1.79684, -0.27007, -2.93187]],
  "atomic_forces_ev_per_a": [[-1.5, -0.2, 0.6], [1.1, -0.9, 0.0], [0.5, 1.6, -0.5], [-0.1, -0.4, -0.2], [-2.1, 1.5, -1.5], [0.9, 0.9, 0.0], [1.3, -2.3, 1.5], [-1.2, -0.1, 0.1], [0.9, 0.1, -0.1], [0.1, 0.0, 0.0], [2.7, -0.4, -1.0], [-1.1, 1.1, 0.4], [-1.5, -0.8, 0.6]],
  "smiles": "N.O.O.O",
  "lumo_ev": 0.837,
  "total_energy_ev": -7778.345,
  "e_above_lowest_kcal_mol": 18.9,
  "multiplicity": 1
}


Entry 6:
{
  "formula": "C8H18Se",
  "method": "wB97M-V/def2-TZVPD",
  "species": ["C", "C", "C", "C", "C", "C", "C", "C", "Se", "H", "H", "H", "H", "H", "H", "H", "H", "H", "H", "H", "H", "H", "H", "H", "H", "H", "H"],
  "xyz": [[-0.66050, 1.37516, -1.75844], [-1.68362, 1.46703, 0.54414], [-0.03799, -2.46949, 0.94362], [-0.10428, -1.83840, -1.38291], [2.58533, 1.35449, 1.10609], [-0.41637, 1.20900, -0.18977], [-0.52624, -1.35864, 0.00835], [0.13297, -0.11699, 0.36488], [2.09010, -0.20136, 0.13255], [0.28779, 1.73589, -2.05226], [-0.93813, 0.42132, -2.20743], [-1.45182, 2.12105, -1.67931], [-2.05240, 2.51526, 0.38496], [-1.61445, 1.40272, 1.59698], [-2.51918, 0.80841, 0.13770], [-0.47690, -3.30388, 0.53232], [1.08003, -2.47298, 0.81353], [-0.29671, -2.40142, 2.04132], [-0.97955, -1.92626, -2.03649], [0.25788, -2.86716, -1.33385], [0.65609, -1.24037, -1.93509], [1.74207, 1.99569, 1.23523], [3.19350, 1.17169, 2.02681], [3.20569, 1.99021, 0.52910], [0.20058, 2.02853, 0.02566], [-1.60929, -1.27924, 0.12913], [-0.06460, -0.12027, 2.02316]],
  "atomic_forces_ev_per_a": [[-0.3, -1.0, 3.0], [-2.9, 1.0, -1.4], [1.3, 1.6, 1.4], [-0.5, -0.4, -1.5], [1.0, 0.3, 1.1], [-1.0, -1.5, -0.2], [0.3, -1.4, 0.4], [1.0, 2.6, 3.8], [0.0, -0.5, -0.4], [0.7, 0.4, -1.3], [-0.2, 0.5, -0.2], [0.1, 0.0, -1.2], [0.3, -0.7, -0.2], [0.2, -0.5, 1.1], [0.9, 0.6, 0.8], [-0.6, -2.5, -0.5], [-1.1, -0.5, 0.4], [0.2, 0.3, -1.2], [0.1, 0.2, -0.1], [0.3, 0.1, 0.0], [-0.6, -0.2, 0.6], [-0.8, 0.1, 0.8], [-1.1, -0.1, -0.5], [0.9, 0.3, -1.0], [1.3, 0.9, 0.6], [0.0, 0.2, -0.3], [0.5, 0.4, -4.0]],
  "lumo_ev": 0.796,
  "total_energy_ev": -73930.768,
  "e_above_lowest_kcal_mol": 18.1,
  "multiplicity": 1
}